Record 1
Formula: C52H129Cl2N8O12
Source: the OMol25 dataset
Level of theory: ωB97M-V/def2-TZVPD

Properties
- frontier orbital gap (eV) = 9.27
- energy (eV) = -117527.0601
- charge = +3

Structure (XYZ):
```
203
Properties=species:S:1:pos:R:3:forces:R:3
H 12.962 14.015 13.629 -0.3 0.0 0.9
H 14.701 15.715 20.420 -0.8 -0.1 -1.6
C 15.326 12.830 20.898 1.2 0.2 0.1
H 6.490 19.847 16.751 0.4 -1.2 0.4
H 14.278 14.676 16.181 0.3 -0.6 -0.3
C 15.426 21.898 11.724 1.6 0.1 0.2
H 15.911 9.995 13.856 0.2 0.0 0.0
H 19.148 9.976 12.306 0.8 -0.8 -0.8
C 16.936 12.280 13.105 1.7 0.1 -0.1
H 13.145 19.031 10.622 0.5 -1.0 0.4
C 8.837 20.578 16.950 0.7 0.2 -2.1
C 17.237 14.073 21.994 0.5 -0.7 -1.7
H 13.702 22.175 16.155 0.6 1.6 0.3
N 8.649 10.623 16.355 -0.4 1.4 -1.6
N 12.739 15.510 15.122 -1.1 -0.3 1.1
N 16.162 14.126 20.912 -0.4 1.5 0.2
H 16.168 20.000 9.530 0.4 -0.2 0.3
H 16.507 12.307 12.132 -0.4 0.3 -0.9
C 9.877 10.474 15.451 -0.9 -0.6 1.0
H 6.019 9.607 17.883 0.2 -0.3 0.6
H 17.977 10.530 11.121 -0.4 0.1 -0.5
H 10.620 10.001 16.106 0.2 0.4 -0.7
H 15.426 24.120 11.756 0.2 -0.1 0.1
C 14.333 22.637 16.970 -1.7 -2.3 0.2
H 15.733 19.586 17.320 0.2 0.6 -0.7
H 12.690 13.480 15.353 -0.6 0.1 -0.9
O 13.744 13.716 19.200 0.2 -0.9 -1.0
C 15.450 21.626 18.912 0.4 -0.1 -0.3
H 15.773 17.878 12.739 0.6 -0.8 -0.5
H 15.250 23.122 16.679 0.1 -0.1 -0.4
H 10.957 16.097 9.324 -0.2 0.2 -0.4
H 8.071 18.161 14.634 0.1 0.3 -0.1
H 5.905 15.749 11.472 0.9 0.6 0.0
H 16.291 22.293 18.624 -0.6 -0.6 0.6
Cl 16.036 17.962 19.123 0.5 0.2 0.4
H 13.103 16.538 13.390 -1.2 0.4 0.7
H 10.127 11.452 15.027 0.2 -0.2 0.5
H 7.569 15.349 9.542 -0.3 0.3 1.2
H 15.365 12.399 21.967 -0.1 0.5 -1.8
H 16.417 21.793 11.179 -0.9 0.3 0.7
H 14.760 15.277 22.082 0.4 0.1 0.2
H 14.588 12.735 10.982 -1.1 0.5 -0.2
O 14.336 12.403 16.852 -0.8 1.0 0.6
H 14.660 19.022 13.267 -1.2 0.6 0.8
H 14.904 9.274 15.943 0.6 0.3 -0.2
C 16.830 21.174 16.318 1.1 0.1 0.5
H 13.101 20.077 17.190 -0.9 -0.4 -1.2
H 7.548 19.915 14.743 0.1 -0.7 -0.4
H 21.345 12.442 12.277 -0.4 -0.3 0.1
H 7.463 10.846 14.620 0.0 0.0 -0.5
H 17.635 20.429 16.445 -0.2 0.3 -0.1
H 10.587 21.812 14.282 -0.2 0.7 0.1
H 6.185 17.511 15.658 0.4 -0.3 1.0
H 6.437 11.848 17.315 -0.4 0.3 -0.2
H 14.767 17.304 17.975 -0.3 -0.1 -0.6
H 15.617 21.918 12.831 0.0 -0.5 -1.0
Cl 8.749 14.819 14.422 -0.1 0.3 0.6
O 11.466 19.863 15.436 -0.1 -0.8 0.8
H 8.271 11.362 18.350 0.2 -0.9 -0.2
C 16.303 19.137 10.200 -0.3 1.2 1.1
H 15.858 16.668 16.064 -0.3 -0.5 0.8
C 6.482 9.721 16.921 -0.1 1.5 0.6
C 16.698 9.815 13.123 1.9 -0.8 0.6
H 9.500 15.495 8.475 0.0 -0.3 0.1
H 9.298 14.449 12.111 -0.1 0.6 0.8
C 9.471 18.207 16.896 0.4 0.9 0.6
C 15.999 17.859 9.472 0.2 -0.1 0.7
C 7.126 18.970 17.079 -1.7 -1.0 -0.7
H 16.110 16.237 21.252 -0.6 -0.6 0.3
C 13.676 14.605 11.524 -1.1 1.2 -0.2
H 11.259 14.199 14.265 1.5 -0.1 0.8
C 12.393 16.660 14.268 1.0 -0.6 -1.9
O 7.136 16.469 17.320 0.7 -0.5 -1.2
C 13.509 20.479 18.070 -0.3 -0.2 2.2
O 14.636 14.857 12.274 0.2 0.5 0.0
H 9.570 16.814 12.543 0.6 -0.2 -1.1
N 15.114 19.309 11.238 2.3 -0.5 1.8
H 8.032 8.681 15.981 0.4 -1.0 -1.0
H 16.104 14.619 18.871 -0.4 -0.2 -0.9
H 13.792 23.276 17.670 -0.2 -0.1 -0.3
O 20.633 11.855 12.584 -0.2 0.1 -0.9
H 7.898 12.387 15.498 0.1 0.7 -0.7
H 17.305 19.154 10.748 -1.5 0.2 -0.8
C 11.348 21.392 13.650 -0.4 -1.9 0.1
H 13.999 17.968 8.704 0.1 0.6 0.1
H 17.800 21.635 14.681 -0.7 0.2 0.3
C 9.875 16.213 9.194 0.7 -1.2 0.8
H 10.773 20.724 12.967 0.4 0.5 0.1
H 7.279 19.045 18.150 0.0 -0.1 0.1
H 17.320 8.875 13.290 -0.9 1.2 0.2
H 17.809 10.862 15.300 0.8 0.2 -1.0
C 14.031 18.382 10.841 -1.0 0.5 -1.4
H 13.446 13.374 9.708 -0.1 0.0 1.6
H 16.319 17.927 8.441 0.1 -0.1 -0.1
H 17.874 13.227 21.703 -0.5 -0.4 0.6
C 7.942 9.359 16.779 1.5 0.3 1.5
H 7.719 16.002 16.656 -1.1 0.7 0.6
H 16.140 12.193 13.797 -0.7 0.3 0.9
C 18.587 10.816 11.951 -0.1 -0.6 1.8
C 8.325 19.164 14.969 -0.2 1.5 -0.4
C 6.425 17.563 16.759 1.0 1.3 -0.6
C 14.862 10.113 16.639 -1.4 0.3 -1.2
H 13.683 20.603 11.907 -0.2 0.2 0.2
H 13.401 13.758 21.221 0.2 -0.5 -0.6
H 10.421 18.506 16.443 -0.2 0.0 0.2
C 15.549 20.491 16.683 -1.3 -1.1 1.3
C 6.998 15.822 11.710 -0.8 0.4 1.0
H 16.793 13.988 22.992 0.3 0.2 -0.4
H 17.602 13.174 13.248 -0.7 -1.1 0.1
C 9.713 14.606 11.142 -0.5 -1.0 -1.6
H 17.955 14.882 21.793 -0.8 0.3 0.7
H 9.307 13.322 19.613 0.6 0.0 -0.4
C 12.165 20.415 14.567 -2.0 2.0 -1.1
H 12.332 14.946 17.168 -0.2 -0.2 -0.7
H 15.773 20.656 19.364 -0.2 0.9 -0.2
H 13.377 12.128 20.505 -0.4 -0.4 0.0
H 19.116 12.892 11.717 -0.7 0.8 -0.3
O 16.895 21.766 15.024 0.2 -0.5 -0.3
H 17.021 21.957 17.065 0.3 -0.2 -0.3
C 19.527 11.914 11.656 1.4 -0.5 -0.8
H 9.385 17.951 11.214 0.5 -0.2 -0.1
H 10.788 14.573 11.150 0.5 0.0 0.1
N 17.713 10.976 13.150 -1.8 -0.5 0.3
H 9.625 9.821 14.622 -0.1 -0.2 0.0
C 9.069 11.376 17.593 -0.8 0.5 0.5
H 13.892 23.318 11.965 -1.2 0.4 0.5
H 10.904 16.983 11.347 2.1 0.1 -0.1
H 10.928 13.089 18.818 1.3 -0.5 0.8
C 7.568 11.375 15.549 0.1 -0.7 2.3
C 18.505 10.822 14.413 -0.8 0.6 0.5
C 14.797 23.306 11.421 0.5 -1.5 -1.4
H 7.521 16.992 10.147 0.1 1.6 -0.8
O 12.632 15.333 11.336 1.1 0.1 0.2
C 6.347 11.186 16.458 1.1 -0.3 -0.6
H 14.577 23.460 10.337 0.2 -0.2 0.8
H 13.880 19.607 18.688 -0.1 1.0 -0.7
H 14.146 9.783 17.347 -1.0 0.0 0.9
H 15.964 12.251 20.148 -1.4 0.0 1.2
H 12.567 17.607 14.770 -0.2 0.0 0.2
H 17.492 13.454 19.373 -0.5 0.3 -0.3
O 7.249 16.902 12.689 -0.4 -0.7 -1.2
H 16.311 9.679 12.141 -0.5 0.4 -0.8
H 16.564 17.098 9.980 0.1 -0.8 0.0
N 8.438 19.186 16.420 0.6 0.3 1.7
H 10.048 14.498 18.526 0.0 1.3 0.0
C 7.781 16.014 10.422 0.7 -1.1 0.3
C 14.564 20.697 11.285 0.2 0.9 1.2
H 5.479 11.365 15.844 -0.5 0.2 0.4
H 14.648 17.531 15.301 -0.3 -0.2 0.5
C 9.949 13.465 18.719 -0.9 -0.7 0.6
H 9.471 18.383 17.989 0.3 -0.7 -0.5
C 11.926 15.586 16.366 0.6 0.9 1.3
H 9.575 17.180 8.851 0.0 0.7 0.1
C 14.750 16.714 16.071 0.3 1.4 -2.0
C 15.517 18.911 12.672 0.8 0.8 -1.4
H 12.122 16.579 16.760 -0.5 0.1 0.1
H 10.881 15.398 16.150 0.0 -0.1 -0.2
H 11.915 22.112 13.087 0.2 0.3 -0.1
H 9.290 13.754 10.562 0.3 0.8 -0.2
H 9.921 10.795 17.867 0.6 -0.1 0.9
H 9.270 19.584 14.611 0.0 -0.6 -0.3
H 15.720 10.306 17.220 1.4 -0.1 0.4
H 9.252 17.188 16.606 -0.3 0.1 0.1
H 14.209 16.581 9.586 0.3 0.3 0.7
H 5.931 9.147 16.252 -1.0 -1.3 -1.1
H 13.894 13.095 18.388 0.0 0.7 1.5
H 10.045 13.043 16.655 -0.5 0.3 0.0
H 19.760 11.667 10.581 0.6 0.7 0.9
N 9.311 15.935 10.563 -1.1 0.5 0.5
C 15.353 15.427 21.182 1.8 -0.6 1.3
H 19.088 9.912 14.439 -0.3 -0.5 -0.3
H 11.355 16.528 13.941 0.3 0.2 0.1
N 14.659 21.331 17.690 1.9 0.2 -1.1
C 14.498 17.643 9.623 -0.3 -0.8 -2.2
H 12.731 21.009 18.712 1.1 -0.2 -1.0
H 8.394 13.382 17.367 0.3 -0.1 -0.7
H 16.314 19.572 13.006 0.0 -0.1 0.0
H 14.725 22.173 19.491 0.2 0.2 0.9
C 13.615 13.294 10.834 2.6 -0.8 -2.1
C 9.880 17.009 11.484 -3.2 -0.1 0.8
O 14.110 17.053 17.250 0.2 0.0 0.5
H 17.510 15.218 19.777 -0.4 -0.6 -0.7
O 14.528 11.605 14.779 -0.5 0.0 -0.6
C 14.195 15.462 15.442 0.2 0.4 0.8
C 9.355 12.860 17.491 -0.5 -0.1 -1.4
C 13.867 13.090 20.456 0.7 0.4 0.1
H 14.903 20.181 15.840 0.2 0.5 0.3
C 12.368 14.186 14.554 -0.3 -0.5 -1.3
O 13.366 20.338 14.367 2.1 -0.6 -0.1
H 19.231 11.606 14.345 0.3 0.6 0.7
C 14.461 11.488 16.009 1.6 -1.4 0.6
H 5.496 17.574 17.287 -0.7 0.3 0.2
H 8.510 8.976 17.675 -0.9 0.2 -0.9
H 12.850 12.756 11.308 -1.3 -1.0 0.4
H 9.911 20.831 16.646 -1.7 -0.4 0.0
H 13.867 17.628 11.575 -0.5 -0.1 1.0
H 8.800 20.530 18.019 -0.3 0.1 0.5
H 7.181 14.909 12.226 0.5 -0.9 0.2
C 16.863 14.336 19.559 1.0 0.7 2.4
H 14.294 20.859 10.292 -0.8 0.5 -1.8
H 7.761 16.520 13.439 -0.4 -0.5 -0.6
H 14.673 15.284 14.491 0.4 -0.5 -0.2
H 8.039 21.241 16.507 1.2 -0.3 0.7
```
Forces are in eV/Å.



Record 2
Formula: C52H132F2N6O9P2S2
Source: the OMol25 dataset
Level of theory: ωB97M-V/def2-TZVPD

Properties
- frontier orbital gap (spin up / spin down) (eV) = 3.00 / 7.98
- energy (eV) = -129063.6771
- 2S+1 = 2
- charge = +5

Structure (XYZ):
```
205
Properties=species:S:1:pos:R:3:forces:R:3
H 3.046 -1.390 -2.043 0.5 -0.5 -0.2
C 8.932 -0.162 1.944 0.5 0.8 -0.4
H 2.052 -3.736 -8.097 0.3 0.1 -0.2
H 0.052 1.625 -5.280 0.0 -0.2 -0.2
C -1.833 -1.778 8.757 -0.3 0.0 0.4
C -4.247 -2.581 1.938 -2.6 -0.4 0.7
H -3.968 2.714 2.402 0.3 -0.6 -0.3
H -0.719 7.067 -2.536 0.2 0.0 -0.5
H 0.338 3.291 3.170 0.3 -0.5 0.2
S -0.044 -1.868 0.410 9.7 -3.4 1.4
C 1.301 -0.536 7.012 -1.4 -0.9 1.5
H 4.973 -4.768 -2.747 0.4 -0.9 -0.2
H 4.970 0.988 -1.831 0.2 0.2 -0.4
H 2.398 -2.037 8.198 0.2 0.7 0.7
O 0.012 -2.871 1.470 0.3 0.2 0.2
H 2.109 0.152 7.260 -0.3 0.1 0.3
C -5.654 -2.317 -6.510 -0.3 -0.7 -0.4
O -0.062 1.264 0.586 -0.3 0.6 -0.4
C -3.127 2.661 -1.261 -0.5 -1.1 -0.9
H -0.041 -0.310 -3.733 0.0 0.0 0.1
H -6.148 3.091 7.065 -0.2 0.7 -0.1
H 3.754 -2.445 -4.533 -0.2 -0.1 0.0
H -0.066 6.001 -0.337 -0.2 0.5 -0.2
H 2.569 -2.283 6.649 0.3 0.2 -0.8
H -1.146 2.569 2.761 -0.6 0.2 0.4
H -5.497 2.036 8.081 0.5 0.1 0.7
H -5.202 2.268 -1.632 -0.3 -0.2 -0.2
N 1.898 -1.946 7.325 0.3 -0.1 -0.3
C -4.863 2.394 2.936 0.0 0.4 0.0
F -0.481 -2.949 -0.735 -0.3 -0.5 -1.7
H -3.059 -1.564 -6.283 -0.3 0.1 -0.2
H -0.715 -5.030 -4.627 0.0 -0.4 -0.1
H -2.728 -3.517 1.021 0.6 -0.9 -0.2
H 7.469 -1.691 1.535 0.3 0.0 -0.3
H 3.643 1.118 0.278 0.0 0.4 0.3
C -4.369 0.450 -0.825 -0.3 0.3 0.4
H -2.912 -2.130 0.321 0.9 1.6 -0.5
H -1.818 5.098 2.489 -0.2 0.6 -0.5
C 6.842 0.179 0.502 0.9 -1.0 0.6
N -5.477 -0.413 -4.949 0.8 -0.5 -0.2
H 5.257 1.138 2.382 -0.1 0.5 0.0
H -1.392 -2.437 9.506 0.3 -0.4 -0.4
C -0.733 3.496 3.160 2.2 -1.0 0.3
H 0.690 -3.839 -2.857 -0.1 0.4 -0.7
H -4.764 -1.664 1.653 0.3 0.5 0.7
H -5.014 -0.105 -4.106 0.6 0.6 0.2
H 5.200 -1.528 -4.762 0.2 0.2 0.5
H -4.215 1.291 -2.746 0.4 0.6 -0.4
C 3.252 1.339 3.137 1.3 1.4 -1.2
O -0.120 -0.230 2.565 -1.3 1.1 2.4
H -3.925 4.624 -1.581 0.2 0.4 -0.1
H -1.507 0.712 -3.641 0.0 -0.2 0.2
H -5.295 -1.763 -7.378 0.1 0.0 0.0
H 3.640 -3.683 -7.146 -0.1 0.0 -0.8
H 7.542 0.072 -0.327 0.1 0.3 -0.2
H 4.789 2.085 4.564 -0.4 0.5 -0.2
H -5.395 1.537 2.523 0.4 0.0 -0.2
H 4.488 -6.097 -1.480 -0.2 0.0 -0.9
P 5.278 -0.491 -0.063 -0.6 -1.3 -1.6
C -1.628 6.520 -2.787 -1.0 -0.5 0.8
H -0.914 3.743 4.206 -0.6 -0.2 0.0
H 5.760 -0.453 -2.466 -0.1 -0.1 0.0
H 5.883 -4.980 0.251 -1.0 -0.1 0.1
O 2.105 -4.186 -6.093 -1.0 -1.3 1.6
H -6.457 -0.211 -4.807 -0.9 -1.0 0.2
H -1.828 6.041 -0.045 0.1 0.3 0.8
H -4.906 3.916 4.880 -0.3 0.5 0.6
C 3.476 -0.473 -2.446 1.2 0.1 1.4
H 4.583 -0.280 2.952 -0.2 -0.8 -0.5
H -0.358 3.822 -4.902 0.5 0.4 0.4
H -3.837 3.564 7.226 -0.1 0.1 -0.2
N -3.454 -2.895 0.697 -0.4 -1.3 1.8
C -3.398 -2.521 3.226 -0.4 0.3 -0.8
H -4.520 0.809 0.193 -0.3 -0.2 0.1
H -2.425 7.085 -2.303 -0.1 -0.1 0.5
C -1.707 -3.694 4.216 2.2 -1.7 2.0
H -0.023 -1.056 5.430 0.0 -0.1 -0.1
H -5.293 -2.430 -4.370 -0.4 0.0 -0.1
H 9.378 -0.752 3.963 -0.3 0.4 0.2
H -3.499 -0.202 -0.758 0.4 0.3 -0.4
H -0.246 0.800 -2.346 -0.2 -0.4 0.1
H -5.991 1.550 6.678 0.3 -0.5 -1.0
H -6.167 -3.665 1.363 0.3 0.3 -0.5
H 0.469 -0.522 9.032 -0.2 -0.6 0.3
H 1.653 -6.263 -5.619 1.2 0.1 -0.4
H -2.675 -1.720 3.070 1.0 -0.5 -0.1
C -0.967 5.397 -0.226 0.2 0.7 -0.9
H -5.521 3.257 2.837 -0.4 0.1 0.5
H 7.192 -2.988 -0.431 0.4 -0.5 -0.1
H -2.901 5.812 -4.422 0.1 -0.1 0.1
C -3.015 1.604 6.814 -0.8 -0.8 0.0
C -3.468 -2.031 -5.387 0.6 1.4 1.2
H 0.686 4.288 -2.575 0.3 -0.4 0.1
C -0.717 4.311 0.778 -1.1 -0.3 0.3
H -1.139 5.981 -4.731 -0.2 -0.3 -0.5
C 0.735 -4.022 -5.724 1.8 -0.2 -1.3
H -3.257 -3.099 -5.444 -0.3 -0.1 0.0
C 0.373 -5.054 -4.689 -1.0 -0.3 0.4
C -3.097 4.024 -1.959 0.3 0.3 0.1
H -0.372 2.905 -2.010 0.7 0.1 0.6
H -5.948 -3.705 3.023 0.7 0.4 0.4
C 3.432 -0.364 -3.953 -0.2 -0.8 -0.7
C -0.268 3.768 -2.667 -0.8 0.7 0.5
H -3.290 2.806 -0.193 0.1 0.0 0.0
H -3.304 8.065 -4.636 0.0 0.4 0.1
H -1.504 -4.708 4.561 0.2 0.0 0.3
H 6.767 -5.226 -1.109 0.2 0.1 -0.5
H 5.645 -2.491 1.109 -0.4 -0.2 0.2
H 0.324 -5.436 -2.639 0.6 -0.5 0.3
H 1.310 2.001 -4.230 0.0 -0.1 0.8
H -2.747 6.788 -6.829 -0.2 -0.1 0.3
H -4.812 -4.607 1.991 -0.4 -0.4 0.3
H -2.784 8.523 -6.895 0.1 0.0 -0.1
C -2.256 7.682 -6.445 -0.1 0.2 -0.6
H 2.396 -0.533 -4.246 -0.4 0.7 0.1
H 2.808 0.251 -1.978 -0.2 0.3 -0.3
H 6.702 1.232 0.746 0.2 0.0 -0.1
H 1.126 -7.163 -4.416 -0.4 -0.1 0.7
C 0.061 -0.473 8.023 0.4 0.8 -0.8
H -0.784 -3.422 3.705 -0.5 0.4 -1.1
H -5.301 0.177 -5.749 0.9 0.5 -0.3
N -1.278 -1.124 0.320 -8.1 6.0 -0.3
C 4.724 -5.062 -1.728 0.2 0.8 1.3
F -2.105 0.767 1.546 -1.2 0.3 0.9
N -5.498 2.319 7.111 0.4 0.0 -0.3
C -5.012 -1.859 -5.255 0.3 0.2 0.6
C -0.543 3.190 -4.034 0.1 -0.3 -0.8
C 2.576 -3.447 -7.186 0.5 0.3 0.3
O 1.246 -1.338 -0.170 -1.6 -1.6 -0.2
H 2.237 0.970 2.982 0.1 -0.6 0.7
H 1.992 -4.940 -3.217 -0.1 -0.3 0.0
C -2.283 7.824 -4.931 -0.6 -1.4 0.0
H -1.791 -3.196 -3.480 0.1 0.1 -0.3
O -0.960 -1.418 7.678 1.1 0.0 0.5
H 1.604 -0.774 4.856 0.3 -0.2 0.1
H -1.553 3.647 0.558 0.4 -0.9 0.5
P -1.479 4.913 -1.904 -0.1 0.1 -0.4
C 0.229 1.861 -4.231 -1.7 -0.8 -0.6
H -2.719 -2.233 8.315 0.3 -0.1 0.0
H 10.788 -0.490 3.061 0.0 0.0 -0.5
H 3.991 -1.328 -5.895 -0.5 0.3 0.1
H 3.732 0.654 -4.199 0.0 -0.1 -0.5
C 6.207 -3.207 -0.844 0.6 2.2 0.8
C 3.796 1.637 4.535 -1.2 -1.4 0.6
C 9.772 -0.870 2.954 0.0 -1.1 1.8
C -5.366 -3.675 2.102 0.8 -0.3 -0.7
H -1.724 -3.066 5.107 -0.5 0.3 0.2
H -1.258 7.647 -6.880 0.2 0.2 0.3
H -1.642 8.656 -4.641 0.2 -0.3 0.4
H 0.614 0.544 5.213 0.0 0.3 0.6
C 4.114 -1.457 -4.820 1.0 0.2 0.5
H -3.948 -2.127 4.081 -0.8 -0.1 -0.1
O -4.547 2.051 4.271 0.3 0.1 1.0
H 6.796 -0.503 2.563 0.5 0.2 0.5
H -4.038 -3.341 0.005 -0.1 -0.2 -0.2
H 9.023 0.888 2.223 -0.6 0.3 -0.1
H 3.035 2.090 5.171 0.3 1.0 -0.2
H -2.162 2.170 -1.387 -0.1 -0.3 0.2
H 0.225 3.832 0.511 -0.1 -0.3 0.3
H 0.653 -3.020 -5.301 -0.6 0.0 0.2
H 9.453 -0.184 0.987 -0.1 -0.3 -0.3
C -4.100 2.722 6.586 1.6 -0.6 -1.2
S -0.658 0.158 1.291 2.4 -2.8 -2.6
H -1.992 -1.773 -2.412 0.4 0.0 -0.2
H 9.800 -1.958 2.913 0.2 -0.1 -0.7
C 5.294 -2.314 0.092 0.0 -0.3 -0.5
H 4.255 -2.629 -0.008 -0.2 0.1 0.2
C -2.014 6.422 -4.253 1.5 1.3 -0.6
C -4.292 1.677 -1.730 1.2 0.7 0.8
C 7.499 -0.621 1.738 -1.0 0.6 -1.0
H -3.058 1.176 7.816 0.2 0.6 0.4
C 3.954 0.267 0.885 -0.3 -0.7 0.8
H -2.175 -0.955 9.384 0.1 0.7 -0.4
H 6.295 -2.835 -1.865 -0.5 0.0 -0.2
H -5.329 -3.353 -6.598 -0.3 -0.1 -0.5
H -3.378 -2.689 -2.842 -0.1 -0.6 0.1
H -5.204 -0.174 -1.144 -0.3 0.0 0.2
H 3.908 0.712 5.102 0.3 -0.6 -0.2
H -3.213 3.973 -3.042 -0.3 -0.3 -0.1
H -3.072 0.690 6.222 -1.0 0.2 -0.6
H 0.147 -4.121 -6.637 -0.4 0.1 0.0
H -6.744 -2.293 -6.520 0.0 0.0 0.2
C 5.887 -4.666 -0.793 0.5 -0.4 -0.4
O -2.711 -1.442 -4.291 -0.6 -0.4 -1.2
H -0.100 5.407 2.618 0.0 0.2 -0.3
C 0.867 -0.447 5.589 -0.3 -0.6 -1.2
H 0.342 -7.046 -5.876 -1.1 -0.1 0.0
N 0.807 -6.535 -5.140 0.9 2.2 -0.4
C 0.913 -4.807 -3.306 -0.2 -0.4 0.7
H 3.221 2.290 2.605 -0.3 0.5 0.1
H -3.246 3.645 4.654 0.6 -0.4 0.7
H 3.082 -0.385 0.942 -0.1 -0.3 -0.6
C 4.922 -0.100 -1.864 -0.7 -0.1 0.9
C -4.133 3.172 5.074 -1.9 -0.8 -0.2
H 2.511 -2.378 -6.983 -0.4 0.1 -0.2
C -0.444 0.650 -3.408 1.5 2.0 -0.7
H -0.412 0.508 7.977 0.3 0.3 -0.2
H -1.615 3.029 -4.147 -0.2 -0.5 0.2
C 4.321 0.582 2.339 0.2 0.1 0.5
C -2.423 -2.342 -3.236 -0.9 0.5 0.8
H 1.228 -2.699 7.392 -1.1 0.0 -0.3
H 3.848 -4.433 -1.565 -0.3 -0.1 0.6
C -0.835 4.678 2.276 -0.8 0.9 -0.8
O -2.912 -3.830 3.575 -0.9 2.3 -2.0
H -1.990 1.863 6.549 -0.2 1.0 0.4
```
Forces are in eV/Å.